No. 1
{
  "formula": "C54H59F3N13O7P2",
  "method": "wB97M-V/def2-TZVPD",
  "e_tot_ev": -117392.17680,
  "e_lumo_ev": 1.146,
  "charge": -1,
  "gap_ev": 7.1,
  "largest_force_ha_per_bohr": 0.0482,
  "elements": ["N", "P", "O", "C", "C", "C", "F", "F", "F", "C", "C", "O", "O", "C", "N", "C", "P", "O", "O", "O", "C", "C", "C", "C", "O", "N", "C", "C", "C", "C", "C", "N", "C", "C", "H", "H", "H", "H", "H", "H", "H", "H", "H", "H", "H", "H", "H", "H", "N", "C", "C", "C", "C", "H", "H", "H", "H", "H", "N", "C", "C", "C", "C", "H", "H", "H", "H", "H", "N", "C", "C", "C", "C", "H", "H", "H", "H", "H", "N", "C", "C", "C", "C", "H", "H", "H", "H", "H", "N", "C", "C", "C", "C", "H", "H", "H", "H", "H", "N", "C", "C", "C", "C", "H", "H", "H", "H", "H", "N", "C", "C", "C", "C", "H", "H", "H", "H", "H", "N", "C", "C", "C", "C", "H", "H", "H", "H", "H", "N", "C", "C", "C", "C", "H", "H", "H", "H", "H"],
  "coordinates": [[5.274161, -0.977891, 0.832474], [4.803377, -0.317205, -0.677561], [4.278228, -1.651909, -1.481687], [3.256845, 0.625500, -0.192498], [3.374733, 2.041415, 0.040755], [4.717392, 2.695680, -0.169235], [5.148554, 2.556284, -1.442886], [4.757962, 3.993919, 0.095291], [5.657351, 2.116482, 0.635993], [2.305778, 2.774785, 0.471254], [2.308143, 4.280914, 0.790290], [2.391927, 4.511379, 2.008066], [2.169219, 5.011319, -0.181767], [1.069196, 2.121505, 0.666905], [0.018559, 2.845397, 1.116235], [-1.104522, 2.212974, 1.286392], [-2.467496, 3.249430, 1.822294], [-3.613045, 3.155675, 0.908849], [-1.886251, 4.711694, 1.865985], [-2.898277, 2.809944, 3.300086], [-1.254078, 0.815149, 1.064442], [-2.557992, 0.103750, 1.336745], [-2.316853, -1.396078, 1.514168], [-3.134394, -2.122416, 2.507400], [-1.668888, -1.812656, 2.662546], [-0.253125, 0.107237, 0.631219], [0.925894, 0.754107, 0.419122], [2.048301, 0.012169, -0.014583], [1.804782, -1.445557, -0.199563], [1.827890, -2.314271, 0.878478], [1.538514, -3.662037, 0.702101], [1.230956, -4.187836, -0.482468], [1.238769, -3.342826, -1.509723], [1.488579, -1.986472, -1.438703], [4.489232, -1.109791, 1.465333], [5.916990, -0.306454, 1.236794], [4.195480, -2.402638, -0.878597], [-0.974188, 4.769981, 2.200042], [-2.184949, 2.914179, 3.945355], [-3.013882, 0.472088, 2.251308], [-3.224548, 0.225932, 0.482028], [-2.076554, -1.951597, 0.608080], [-3.444564, -1.674589, 3.440668], [-3.282129, -3.183632, 2.359202], [2.043957, -1.939821, 1.870366], [1.538359, -4.323331, 1.557672], [0.977180, -3.767596, -2.473699], [1.447411, -1.366336, -2.321447], [1.777274, -2.659491, -5.039013], [1.362644, -3.720938, -5.796274], [0.541637, -3.239386, -6.781151], [0.459986, -1.829475, -6.611482], [1.234025, -1.504117, -5.529327], [2.382419, -2.720255, -4.239033], [1.684781, -4.723053, -5.569881], [0.051404, -3.829501, -7.537689], [-0.103007, -1.137079, -7.214330], [1.442443, -0.553272, -5.068836], [9.556436, -0.537486, -2.467824], [10.406201, 0.226451, -1.714646], [9.747732, 1.381745, -1.386834], [8.449025, 1.309371, -1.962815], [8.361624, 0.113642, -2.622372], [9.774497, -1.438695, -2.848156], [11.398465, -0.116058, -1.476404], [10.148539, 2.188682, -0.796185], [7.667536, 2.046230, -1.896265], [7.554986, -0.329957, -3.179707], [-6.288420, 3.384863, 1.911010], [-7.545363, 2.892080, 2.101052], [-8.341122, 3.909461, 2.563627], [-7.518370, 5.066401, 2.653310], [-6.259556, 4.708197, 2.236113], [-5.487951, 2.866156, 1.576754], [-7.760939, 1.856073, 1.897409], [-9.387855, 3.834890, 2.806716], [-7.816846, 6.049333, 2.978078], [-5.352056, 5.279325, 2.141065], [-5.122943, 2.524961, 5.505509], [-6.450863, 2.824804, 5.606681], [-6.969448, 2.082114, 6.635361], [-5.907641, 1.304891, 7.176007], [-4.780685, 1.602562, 6.456167], [-4.494856, 2.921793, 4.829973], [-6.910212, 3.534689, 4.937934], [-7.995471, 2.092965, 6.963022], [-5.965298, 0.608661, 7.996076], [-3.771167, 1.236859, 6.539913], [6.716926, -1.393871, 4.018344], [7.999087, -0.929701, 3.922722], [8.766069, -1.634401, 4.811214], [7.910518, -2.562478, 5.466648], [6.653080, -2.389262, 4.953551], [5.940553, -1.055517, 3.483052], [8.255915, -0.142493, 3.234500], [9.822250, -1.500738, 4.973305], [8.187410, -3.274370, 6.225956], [5.724192, -2.886725, 5.172734], [-7.518634, -0.756650, 0.146110], [-8.862647, -0.902314, 0.354059], [-9.178267, -2.220015, 0.149900], [-7.972612, -2.893334, -0.190308], [-6.968076, -1.965644, -0.183548], [-7.007076, 0.103164, 0.224736], [-9.475472, -0.061287, 0.629375], [-10.160523, -2.652518, 0.238248], [-7.858511, -3.941066, -0.411731], [-5.914132, -2.063158, -0.381827], [-2.849925, -3.878703, -6.219506], [-3.271466, -4.941650, -6.967502], [-4.094121, -4.462104, -7.952607], [-4.167529, -3.051372, -7.790403], [-3.386858, -2.724547, -6.713054], [-2.232375, -3.934566, -5.430305], [-2.951669, -5.943485, -6.737759], [-4.587009, -5.054582, -8.705074], [-4.727368, -2.357856, -8.394945], [-3.167838, -1.773619, -6.259157], [-5.576080, -5.874675, -0.633890], [-4.806798, -4.920484, -0.026531], [-3.700659, -4.716484, -0.808136], [-3.812314, -5.577510, -1.934194], [-4.980986, -6.276505, -1.798656], [-6.444687, -6.226483, -0.277535], [-5.114040, -4.472386, 0.903029], [-2.899314, -4.027034, -0.598968], [-3.114096, -5.671231, -2.748671], [-5.436533, -7.022016, -2.427050], [7.581115, 6.837306, -1.437919], [6.602176, 6.271092, -0.664024], [6.090987, 7.247474, 0.145436], [6.789677, 8.451105, -0.151461], [7.701815, 8.166348, -1.133212], [8.125063, 6.349131, -2.123687], [6.356431, 5.233739, -0.762821], [5.300554, 7.112022, 0.864750], [6.635715, 9.416075, 0.302296], [8.418509, 8.790991, -1.638566]],
  "forces_ev_per_a": [[-0.45, 0.11, 0.02], [0.62, 0.55, -0.67], [0.14, -0.07, 0.36], [0.31, -0.13, -0.02], [-0.07, -0.46, -0.06], [-0.06, 0.19, 0.00], [0.07, 0.00, 0.05], [-0.10, -0.21, 0.15], [0.07, -0.05, -0.13], [0.37, 0.51, 0.02], [-0.08, -0.18, 0.50], [0.04, 0.00, 0.26], [-0.17, 0.44, -0.63], [-0.11, -0.02, 0.02], [0.08, -0.05, -0.07], [-0.04, -0.05, 0.51], [-0.37, 0.43, -1.35], [-0.32, -0.25, 0.34], [0.10, -0.12, 0.70], [0.26, 0.05, 0.39], [-0.25, -0.09, -0.03], [0.78, -0.95, -0.11], [-1.23, 0.89, -0.10], [2.26, -0.21, 0.99], [0.28, -0.65, -0.41], [0.13, 0.10, -0.06], [-0.16, 0.04, 0.07], [-0.19, -0.46, -0.05], [0.02, -0.06, -0.10], [0.08, -0.06, 0.22], [-0.05, 0.23, -0.21], [0.27, 0.03, 0.33], [-0.45, -0.04, -0.61], [-0.05, -0.11, 0.36], [0.08, -0.03, 0.08], [0.18, -0.16, 0.11], [-0.20, -0.06, -0.10], [0.17, 0.09, -0.39], [-0.01, -0.03, 0.03], [-0.20, 0.21, -0.06], [-0.20, 0.27, 0.11], [0.10, 0.09, 0.06], [-1.47, 0.25, -0.55], [-0.28, -0.03, 0.03], [-0.03, 0.02, 0.07], [-0.02, -0.14, 0.02], [0.01, -0.11, -0.02], [-0.01, 0.03, -0.06], [0.02, 0.01, 0.03], [0.00, -0.02, 0.07], [-0.03, 0.00, -0.02], [-0.02, -0.02, 0.01], [0.00, 0.00, 0.06], [0.05, 0.03, -0.02], [0.01, -0.01, -0.01], [-0.01, 0.01, -0.01], [0.00, 0.00, -0.01], [0.01, 0.01, -0.01], [-0.01, 0.00, -0.01], [-0.01, -0.01, -0.02], [-0.01, 0.00, -0.01], [0.03, 0.03, 0.00], [0.07, -0.02, 0.00], [-0.01, -0.02, 0.01], [0.01, 0.01, 0.01], [0.00, 0.00, 0.01], [-0.04, -0.01, 0.03], [-0.03, 0.01, 0.03], [-0.09, -0.15, 0.03], [0.04, -0.07, -0.02], [0.05, 0.05, -0.04], [-0.04, 0.01, 0.00], [-0.02, -0.05, 0.11], [0.12, 0.24, -0.11], [-0.08, 0.00, 0.08], [-0.01, 0.00, 0.01], [-0.01, 0.01, 0.00], [0.00, 0.01, -0.03], [0.01, 0.03, 0.07], [0.00, 0.03, -0.01], [0.02, -0.01, 0.02], [-0.03, 0.00, 0.00], [0.01, 0.02, -0.05], [-0.06, -0.03, -0.13], [-0.01, -0.03, -0.03], [-0.01, 0.00, 0.00], [0.00, 0.00, 0.01], [0.00, -0.02, 0.01], [0.05, -0.02, 0.05], [-0.03, 0.02, -0.02], [0.00, -0.03, 0.01], [0.02, 0.00, -0.01], [-0.02, 0.02, -0.01], [-0.02, -0.01, -0.01], [0.01, 0.01, 0.00], [0.01, 0.00, 0.00], [0.00, -0.01, 0.00], [0.00, 0.00, 0.01], [0.03, -0.10, 0.01], [0.02, 0.01, -0.02], [0.05, 0.06, 0.03], [-0.10, -0.09, 0.04], [0.09, 0.14, 0.04], [-0.03, 0.03, -0.02], [-0.02, 0.00, -0.01], [-0.01, 0.00, 0.00], [0.02, 0.01, -0.05], [0.00, -0.03, -0.04], [-0.05, -0.02, 0.02], [0.02, -0.01, 0.04], [0.00, 0.02, -0.02], [0.00, -0.02, -0.02], [0.01, 0.00, 0.03], [0.08, 0.04, -0.04], [-0.01, -0.01, 0.00], [0.00, 0.00, -0.01], [-0.01, 0.00, 0.00], [0.00, 0.01, 0.00], [-0.01, 0.02, -0.03], [0.02, -0.04, 0.02], [-0.01, 0.05, 0.01], [0.00, 0.02, 0.00], [-0.01, -0.03, 0.03], [-0.01, 0.01, 0.00], [0.00, 0.02, 0.00], [0.02, -0.01, 0.00], [0.01, 0.00, 0.00], [0.00, 0.00, -0.01], [0.00, 0.03, 0.03], [0.20, 0.16, -0.10], [0.00, 0.03, 0.06], [0.00, -0.02, 0.00], [0.01, -0.02, 0.00], [-0.01, -0.01, -0.01], [-0.04, -0.06, -0.01], [-0.03, -0.01, -0.03], [-0.01, 0.01, 0.00], [0.00, 0.01, 0.00]]
}

***

No. 2
{
  "formula": "C5H24AgNO7",
  "method": "wB97M-V/def2-TZVPD",
  "e_tot_ev": -25388.00044,
  "spin_multiplicity": 2,
  "e_lumo_ev": [-2.921, -5.621],
  "charge": 1,
  "gap_ev": [9.6, 6.9],
  "largest_force_ha_per_bohr": 0.0279,
  "elements": ["Ag", "O", "H", "C", "C", "C", "O", "C", "N", "H", "H", "H", "H", "H", "H", "H", "H", "H", "H", "H", "O", "H", "H", "O", "H", "H", "O", "H", "H", "O", "H", "H", "C", "O", "H", "H", "H", "H"],
  "coordinates": [[1.298561, 0.602424, -1.189290], [0.018771, 1.645088, -2.484200], [-0.132372, 1.941072, -3.387063], [-0.804794, 0.461247, 2.097744], [-0.351336, -0.779495, 1.378666], [-1.067071, -2.049398, 1.792743], [-0.590507, -3.091180, 0.985705], [-1.119460, -4.349861, 1.381622], [-0.449433, -0.587530, -0.112225], [-1.812562, 0.744371, 1.792787], [-0.087993, 1.266278, 1.966623], [-0.891994, 0.261316, 3.170581], [0.712626, -0.961193, 1.562579], [-2.160097, -1.943242, 1.677406], [-0.880690, -2.259532, 2.855599], [-0.728075, -5.103736, 0.706583], [-2.212495, -4.330665, 1.337606], [-0.801033, -4.589078, 2.401543], [-1.349376, -0.118614, -0.273365], [-0.619692, -1.514673, -0.509055], [1.493677, 2.598906, 0.082146], [1.219610, 3.374964, -0.422866], [1.771405, 2.931624, 0.943131], [3.176481, 1.359575, -2.347597], [3.951433, 1.933392, -2.369152], [2.786610, 1.436049, -3.228573], [2.824124, -0.380829, 0.315507], [2.774475, -1.291825, 0.629471], [3.740245, -0.107665, 0.437649], [1.248902, -1.210104, -2.653892], [0.376748, -1.578012, -2.840187], [1.786253, -1.430557, -3.424312], [-2.354682, 3.089822, -0.166766], [-2.061242, 1.804826, -0.684068], [-1.620745, 3.400347, 0.588677], [-2.388026, 3.848906, -0.955036], [-3.337745, 3.083222, 0.301397], [-1.358497, 1.893759, -1.358118]],
  "forces_ev_per_a": [[-0.60, -0.11, 0.06], [-0.61, 0.48, 1.20], [0.70, -0.54, -0.33], [-0.33, -0.29, 0.72], [0.73, -0.29, -0.84], [-0.49, 0.28, 0.24], [0.12, -0.33, -0.10], [0.05, 0.15, 0.07], [-0.91, -0.15, 0.26], [0.15, 0.23, -0.27], [-0.19, 0.21, -0.17], [0.24, -0.02, -0.04], [-0.09, 0.09, 0.22], [0.09, 0.03, -0.04], [0.08, 0.07, -0.06], [-0.02, 0.00, -0.08], [0.02, -0.10, -0.01], [-0.07, -0.01, -0.02], [0.40, 0.43, -0.09], [0.52, 0.01, 0.05], [0.09, 0.55, 0.21], [-0.06, -0.10, -0.02], [0.00, -0.08, -0.01], [0.17, -0.01, -0.59], [-0.06, 0.02, 0.21], [0.08, 0.07, 0.04], [0.02, -0.03, 0.14], [-0.07, 0.01, -0.11], [-0.04, 0.05, -0.09], [0.11, -0.66, -0.55], [0.01, 0.09, -0.01], [0.02, -0.02, 0.08], [0.03, 0.22, 0.01], [-0.04, 0.11, -0.07], [-0.03, -0.02, -0.04], [0.06, -0.06, 0.02], [0.01, -0.18, 0.02], [-0.07, -0.12, 0.01]]
}